Entry 1:
{"formula": "C3H13N3", "method": "ωB97M-V with the def2-TZVPD basis set", "spin_multiplicity": 1, "smiles": "CNC.NCN", "homo_lumo_gap_ev": 9.8, "homo_ev": -8.8500, "e_lumo_ev": 0.97, "molar_mass_g_mol": 91.16, "total_charge": 0, "species": ["C", "N", "C", "H", "H", "H", "H", "H", "H", "H", "N", "C", "N", "H", "H", "H", "H", "H", "H"], "coordinates": [[0.667, -2.358, 1.132], [0.101, -1.273, 2.014], [1.171, -0.548, 2.794], [1.559, -1.873, 0.470], [0.683, -3.352, 1.703], [0.023, -2.559, 0.317], [-0.546, -1.822, 2.656], [1.141, -0.865, 3.832], [0.790, 0.520, 2.929], [2.201, -0.750, 2.456], [-0.827, 0.664, -1.693], [-1.318, 1.700, -2.528], [-0.504, 2.895, -2.679], [-0.952, -0.300, -2.029], [-0.730, 0.819, -0.696], [-1.494, 1.262, -3.512], [-2.261, 2.079, -2.246], [0.314, 2.776, -3.247], [-0.018, 2.986, -1.671]], "forces_ev_per_a": [[1.102, 1.319, -0.052], [0.319, -1.652, 0.126], [-2.079, 0.317, 0.841], [-1.305, -1.723, 2.297], [1.292, 1.268, -0.925], [-1.350, -0.105, -0.694], [1.179, 1.463, -0.795], [0.211, -0.470, 0.326], [1.284, -1.010, -0.848], [-0.664, 0.635, -0.322], [0.791, -1.240, -0.062], [0.140, -0.196, -1.371], [1.693, 0.581, 3.764], [0.104, 1.053, 0.742], [-0.346, -0.309, -0.336], [0.124, 0.025, -0.097], [-1.354, 0.345, 0.748], [0.306, -0.526, -0.579], [-1.448, 0.225, -2.765]]}



Entry 2:
{"formula": "C5H20O5", "method": "ωB97M-V with the def2-TZVPD basis set", "spin_multiplicity": 1, "smiles": "CO.CO.CO.CO.CO", "homo_lumo_gap_ev": 10.6, "homo_ev": -10.0686, "e_lumo_ev": 0.56, "molar_mass_g_mol": 160.21, "total_charge": 0, "species": ["C", "O", "H", "H", "H", "H", "C", "O", "H", "H", "H", "H", "C", "O", "H", "H", "H", "H", "C", "O", "H", "H", "H", "H", "C", "O", "H", "H", "H", "H"], "coordinates": [[-0.948, 0.598, -1.198], [0.168, 1.065, -0.500], [-1.908, 0.565, -0.684], [-0.971, 1.225, -2.090], [-0.781, -0.440, -1.487], [0.355, 1.960, -0.793], [4.860, 1.586, 1.835], [3.776, 0.704, 2.245], [5.567, 1.682, 2.659], [5.223, 1.148, 0.905], [4.319, 2.525, 1.715], [3.043, 0.761, 1.628], [-1.470, -5.287, -1.157], [-1.078, -4.880, 0.108], [-0.913, -6.192, -1.399], [-2.484, -5.686, -1.191], [-1.303, -4.659, -2.032], [-0.174, -5.198, 0.167], [3.471, 5.392, -1.266], [2.094, 5.212, -1.223], [3.998, 4.438, -1.231], [3.681, 5.924, -2.194], [3.791, 6.000, -0.420], [1.644, 6.058, -1.267], [-5.380, -2.575, 1.660], [-6.601, -1.812, 1.567], [-5.490, -3.648, 1.499], [-4.722, -2.360, 0.817], [-4.992, -2.527, 2.677], [-6.775, -1.578, 0.653]], "forces_ev_per_a": [[0.076, -0.257, -1.222], [0.561, 0.112, 1.158], [0.066, 0.631, 0.427], [-0.861, -0.392, -0.341], [0.233, -0.028, -0.173], [-0.013, -0.025, 0.171], [-2.469, -0.603, 0.063], [0.650, -0.396, 0.788], [0.052, -0.319, -0.311], [0.725, 0.611, 0.080], [0.870, 0.530, -0.488], [0.129, 0.174, -0.155], [-0.217, -2.187, -1.394], [0.290, 0.675, 0.398], [0.239, -0.255, -0.260], [-0.343, 0.619, 0.325], [-0.023, 0.836, 0.409], [0.042, 0.321, 0.521], [0.439, 0.904, -0.203], [-1.394, -0.924, 0.287], [-0.268, -0.006, -0.096], [0.720, -0.064, -0.064], [0.338, 0.033, 0.071], [0.146, 0.014, 0.010], [-0.685, -0.526, -0.708], [0.553, -0.515, 0.396], [-0.880, -0.319, 0.082], [0.585, 0.778, 0.572], [0.296, 0.720, -0.336], [0.141, -0.142, -0.008]]}



Entry 3:
{"formula": "C36H37IrNP2S", "method": "ωB97M-V with the def2-TZVPD basis set", "spin_multiplicity": 6, "s2": 8.78, "homo_lumo_gap_ev": [7.2, 4.3], "homo_ev": [-11.9388, -12.9819], "e_lumo_ev": [-4.69, -8.70], "molar_mass_g_mol": 769.93, "total_charge": 2, "species": ["Ir", "C", "C", "C", "C", "C", "C", "C", "C", "C", "H", "H", "H", "H", "H", "H", "H", "H", "H", "H", "H", "H", "H", "H", "H", "P", "P", "C", "C", "C", "C", "C", "C", "C", "C", "C", "C", "C", "C", "C", "C", "C", "C", "C", "C", "C", "C", "C", "C", "C", "C", "C", "C", "H", "H", "H", "H", "H", "H", "H", "H", "H", "H", "H", "H", "H", "H", "H", "H", "H", "H", "H", "H", "H", "H", "S", "C", "N"], "coordinates": [[-4.666, 1.790, 3.124], [-4.296, 3.830, 4.167], [-3.333, 3.473, 3.187], [-1.908, 3.054, 3.494], [-1.705, 1.520, 3.614], [-2.971, 0.739, 3.860], [-3.851, 1.042, 4.954], [-3.639, 2.157, 5.984], [-4.202, 3.563, 5.627], [-5.323, 0.146, 2.282], [-5.042, 4.593, 3.897], [-3.441, 4.040, 2.251], [-1.534, 3.579, 4.390], [-1.296, 3.430, 2.655], [-1.258, 1.178, 2.670], [-0.960, 1.323, 4.403], [-3.055, -0.263, 3.409], [-4.525, 0.221, 5.269], [-2.567, 2.239, 6.238], [-4.205, 1.819, 6.874], [-5.208, 3.640, 6.079], [-3.584, 4.331, 6.126], [-6.389, 0.304, 2.043], [-5.205, -0.738, 2.935], [-4.774, -0.059, 1.342], [1.815, 0.199, -3.350], [1.726, -2.816, -2.164], [3.093, -0.398, -2.206], [3.096, -1.695, -1.786], [2.824, 1.107, -4.599], [4.111, 1.593, -4.338], [4.780, 2.355, -5.305], [4.200, 2.583, -6.553], [2.948, 2.029, -6.844], [2.268, 1.283, -5.886], [1.061, 1.529, -2.328], [0.271, 1.104, -1.237], [-0.289, 2.048, -0.372], [-0.065, 3.418, -0.592], [0.705, 3.838, -1.685], [1.255, 2.898, -2.565], [2.787, -4.280, -2.639], [3.503, -4.164, -3.846], [4.423, -5.143, -4.215], [4.621, -6.260, -3.391], [3.881, -6.405, -2.217], [2.947, -5.427, -1.849], [1.166, -3.329, -0.498], [-0.080, -3.992, -0.428], [-0.536, -4.491, 0.793], [0.238, -4.317, 1.954], [1.451, -3.626, 1.891], [1.908, -3.103, 0.671], [3.839, 0.333, -1.852], [3.951, -2.141, -1.255], [4.595, 1.396, -3.386], [5.761, 2.764, -5.065], [4.730, 3.176, -7.300], [2.505, 2.184, -7.828], [1.299, 0.836, -6.115], [0.125, 0.033, -1.069], [-0.913, 1.720, 0.467], [-0.512, 4.152, 0.090], [0.871, 4.908, -1.856], [1.855, 3.241, -3.413], [3.341, -3.285, -4.474], [4.988, -5.034, -5.143], [5.351, -7.020, -3.675], [4.025, -7.276, -1.573], [2.366, -5.549, -0.935], [-0.678, -4.128, -1.335], [-1.485, -5.034, 0.845], [-0.109, -4.729, 2.908], [2.065, -3.500, 2.790], [2.842, -2.544, 0.633], [-6.669, 2.863, 3.063], [-7.337, 2.647, 4.595], [-7.973, 2.503, 5.592]], "forces_ev_per_a": [[-0.079, 1.522, -0.798], [0.457, 0.831, -0.340], [0.182, 1.422, -0.467], [0.435, 0.062, 0.015], [0.527, 0.364, -0.553], [-0.391, -0.226, 1.550], [0.487, -0.818, 1.037], [-0.072, -0.289, 0.474], [-0.180, -0.839, 0.622], [-0.830, -1.786, -2.605], [0.528, -0.281, -0.057], [0.001, -0.217, 0.310], [-0.278, -0.221, -0.268], [-0.155, -0.222, 0.450], [-0.134, -0.064, 0.342], [-0.331, -0.194, -0.160], [0.216, 0.470, 0.370], [0.395, 0.531, -0.152], [-0.441, -0.170, 0.003], [0.696, 0.268, -0.243], [0.388, 0.143, -0.272], [-0.243, -0.023, -0.317], [0.500, -0.572, -0.099], [-0.078, 0.463, 0.093], [-0.408, -0.131, 0.327], [0.689, 0.839, 0.505], [1.534, -1.091, 0.436], [0.114, -1.692, 0.863], [0.381, 1.950, -0.636], [-0.358, -0.489, -0.699], [-0.020, 0.221, -0.170], [-0.161, -0.202, 0.182], [-0.145, -0.162, 0.194], [0.101, 0.070, -0.068], [0.096, 0.109, 0.488], [-0.338, -0.172, 0.079], [0.157, 0.409, -0.029], [0.187, 0.099, -0.292], [-0.029, -0.344, -0.098], [-0.103, -0.053, 0.076], [-0.087, 0.071, 0.205], [-0.457, 0.191, -0.530], [0.034, -0.020, 0.174], [-0.087, 0.059, 0.104], [-0.084, 0.166, -0.059], [-0.210, 0.257, 0.052], [0.061, -0.059, 0.005], [-0.913, 0.258, 0.037], [0.349, 0.016, 0.190], [0.233, 0.059, 0.165], [-0.083, -0.039, -0.248], [0.108, 0.140, -0.235], [-0.315, -0.286, 0.100], [-0.266, -0.547, -0.205], [-0.395, 0.386, -0.038], [-0.055, 0.195, -0.209], [-0.230, -0.126, -0.117], [-0.203, -0.201, 0.227], [0.109, -0.086, 0.286], [0.238, 0.203, 0.002], [-0.056, 0.322, -0.011], [0.263, 0.113, -0.325], [0.261, -0.258, -0.366], [-0.060, -0.508, 0.062], [-0.232, -0.174, 0.290], [0.127, -0.269, 0.063], [-0.192, -0.062, 0.320], [-0.246, 0.227, 0.087], [-0.052, 0.299, -0.259], [0.186, 0.000, -0.216], [0.209, -0.002, 0.319], [0.352, 0.232, -0.031], [0.163, 0.182, -0.436], [-0.320, -0.028, -0.377], [-0.216, -0.218, 0.083], [-0.951, -0.329, 1.202], [-2.420, -0.022, 2.334], [2.141, 0.345, -2.734]]}



Entry 4:
{"formula": "C13H22N4O3S2", "method": "ωB97M-V with the def2-TZVPD basis set", "spin_multiplicity": 1, "smiles": "CCCCC(=O)Nc1nnc(S(=O)(=O)N2CCCCCC2)s1", "homo_lumo_gap_ev": 9.6, "homo_ev": -9.3105, "e_lumo_ev": 0.25, "molar_mass_g_mol": 346.48, "total_charge": 0, "species": ["C", "C", "C", "C", "C", "O", "N", "C", "N", "N", "C", "S", "O", "O", "N", "C", "C", "C", "C", "C", "C", "S", "H", "H", "H", "H", "H", "H", "H", "H", "H", "H", "H", "H", "H", "H", "H", "H", "H", "H", "H", "H", "H", "H"], "coordinates": [[-0.816, 5.467, 2.634], [0.575, 5.824, 2.125], [1.677, 4.962, 2.741], [1.504, 3.476, 2.416], [0.612, 2.790, 3.406], [0.447, 3.122, 4.552], [-0.061, 1.643, 2.970], [-0.073, 1.017, 1.770], [0.629, 1.320, 0.725], [0.404, 0.530, -0.313], [-0.462, -0.392, -0.103], [-0.954, -1.644, -1.290], [-1.694, -2.617, -0.546], [-1.589, -0.954, -2.368], [0.504, -2.253, -1.701], [1.232, -1.594, -2.758], [0.670, -1.833, -4.169], [-0.102, -3.144, -4.319], [0.617, -4.380, -3.768], [0.269, -4.657, -2.306], [0.834, -3.612, -1.343], [-1.131, -0.386, 1.503], [-1.549, 6.177, 2.258], [-0.840, 5.487, 3.721], [-1.109, 4.473, 2.304], [0.783, 6.869, 2.361], [0.601, 5.719, 1.038], [2.641, 5.302, 2.360], [1.675, 5.086, 3.825], [2.468, 2.964, 2.471], [1.127, 3.335, 1.404], [-0.647, 1.231, 3.688], [1.218, -0.527, -2.528], [2.266, -1.942, -2.694], [-0.013, -1.021, -4.420], [1.502, -1.810, -4.876], [-1.066, -3.040, -3.817], [-0.304, -3.285, -5.383], [0.317, -5.253, -4.353], [1.698, -4.267, -3.881], [-0.816, -4.676, -2.194], [0.658, -5.634, -2.011], [0.424, -3.784, -0.346], [1.925, -3.686, -1.294]], "forces_ev_per_a": [[0.149, 0.168, -0.085], [0.030, -0.060, 0.196], [-0.069, -0.010, -0.086], [0.096, 0.607, 0.109], [0.062, -0.187, -0.211], [-0.001, 0.119, 0.198], [-0.409, -0.129, 0.798], [-0.667, -1.149, -0.776], [0.437, 0.858, 0.927], [-0.203, -0.863, -1.409], [-0.477, -0.250, 0.460], [0.507, 0.390, 0.291], [0.204, -0.110, 0.174], [0.358, 0.012, -0.110], [-1.121, 0.303, 0.169], [0.098, 0.550, -0.586], [-0.115, -0.085, 0.031], [0.256, 0.058, -0.124], [-0.306, -0.052, 0.073], [0.321, 0.133, 0.006], [-0.274, -0.796, 0.305], [0.557, 0.640, -0.073], [-0.126, -0.016, -0.031], [-0.064, -0.024, 0.116], [-0.133, -0.121, -0.019], [0.016, 0.030, -0.083], [0.040, 0.071, -0.049], [0.036, -0.043, 0.050], [0.104, 0.052, -0.006], [-0.025, -0.121, -0.086], [0.124, -0.002, 0.093], [0.184, 0.195, -0.047], [0.262, -0.039, -0.134], [-0.091, 0.047, 0.112], [0.104, 0.056, -0.071], [0.006, 0.044, -0.032], [-0.072, -0.057, -0.130], [-0.089, 0.019, 0.035], [0.099, 0.001, -0.012], [0.124, -0.075, -0.072], [-0.028, -0.082, 0.013], [-0.048, -0.037, 0.061], [0.224, -0.142, -0.005], [-0.076, 0.097, 0.020]]}



Calculated total energy list, top to bottom, in Ha: -286.27445 -578.55482 -2633.13276 -1749.65919
Relative energy (zero: lowest compared OMol25 entry of this formula, charge and spin) list, top to bottom, in kcal per mole: 48.42 70.23 0.00 2.09